Here is H14O7 as an isolated structure at a distorted geometry from the Open Molecules 2025 dataset. Energies are from ωB97M-V/def2-TZVPD.

Geometry (Å):
O: -1.8206 0.7429 -1.0664
O: 2.1097 -1.7808 -0.9332
O: 0.8797 2.9031 0.3029
O: 0.7937 -0.0927 -0.0011
O: -1.2266 0.9796 0.8938
O: -0.8028 -1.4664 -0.7576
O: 0.6960 -1.1717 2.0948
H: -0.9726 -1.7731 0.1331
H: 1.6508 -1.1046 2.0784
H: 0.6893 3.5127 -0.4102
H: 3.0449 -1.6488 -0.7774
H: -1.3792 -1.9968 -1.3079
H: -1.5603 0.1381 1.2048
H: 0.2444 -0.6412 -0.5611
H: 0.3976 -0.4970 1.4849
H: 0.4412 0.7905 -0.1101
H: -1.4789 1.0117 -0.0290
H: 0.0369 2.7710 0.7370
H: 1.6825 -1.0863 -0.4318
H: -2.4082 -0.0127 -1.0670
H: -1.0174 0.4226 -1.4769

**LUMO**: -0.433 eV
**E_HOMO**: -0.3683 Ha
**Multiplicity**: 1
**Orbital gap**: 9.59 eV
**Net charge**: 0

Here are the Löwdin charges for atoms 1 to 5, given in e: atom 1 (O): 0.111, atom 2 (O): -0.066, atom 3 (O): -0.032, atom 4 (O): -0.101, atom 5 (O): -0.068